Entry 1:
{
  "formula": "C23H42N2NiO3P2",
  "method": "ωB97M-V/def2-TZVPD",
  "elements": ["P", "P", "C", "C", "H", "H", "H", "H", "C", "H", "H", "H", "C", "H", "H", "H", "C", "H", "H", "H", "C", "H", "H", "H", "Ni", "C", "C", "C", "C", "C", "C", "C", "C", "C", "H", "H", "H", "H", "H", "H", "H", "H", "H", "H", "H", "H", "H", "H", "H", "C", "C", "C", "C", "C", "C", "O", "N", "C", "O", "N", "C", "O", "H", "H", "H", "H", "H", "H", "H", "H", "H", "H", "H"],
  "coordinates": [[2.89507, 0.00298, 0.65967], [-2.16616, 0.41909, -0.61923], [0.70007, 1.48433, -1.70222], [-0.87908, 1.41326, -1.56022], [1.19512, 0.56157, -1.29863], [1.05168, 2.34345, -1.11519], [-1.15061, 2.43026, -1.25059], [-1.27939, 1.28050, -2.57963], [-2.35235, -1.16506, -1.41989], [-2.43655, -1.98045, -0.69091], [-1.45506, -1.32264, -2.03341], [-3.23823, -1.12964, -2.06956], [-3.64724, 1.43838, -0.86822], [-3.75691, 1.62238, -1.94871], [-3.53006, 2.41254, -0.36232], [-4.55903, 0.93988, -0.50105], [4.35332, -1.10812, 0.60861], [4.61740, -1.41058, 1.63034], [5.19906, -0.60197, 0.11947], [4.08748, -1.98992, 0.00561], [3.56562, 1.48741, 1.49976], [2.72055, 2.10237, 1.84346], [4.14966, 2.06511, 0.76843], [4.20589, 1.19716, 2.34412], [2.47311, 0.40081, -2.49316], [1.12337, 1.70142, -3.23246], [1.34867, 0.31130, -3.83508], [2.34259, -0.01269, -4.91626], [3.87151, 0.26669, -4.58970], [4.19758, 0.37391, -3.12577], [3.92932, 1.50179, -2.27910], [3.48115, 2.85217, -2.80229], [2.16752, 2.80804, -3.61680], [1.81699, -0.73310, 1.93096], [0.20609, 2.13313, -3.66546], [0.47782, -0.34253, -3.76205], [2.11072, 0.43710, -5.88728], [2.26067, -1.09505, -5.09080], [4.43891, -0.57947, -5.00640], [4.19330, 1.12826, -5.18833], [4.93805, -0.35583, -2.75125], [4.44005, 1.51803, -1.31002], [4.25209, 3.35638, -3.41237], [3.34389, 3.49987, -1.92228], [1.66832, 3.78121, -3.57328], [2.40403, 2.67078, -4.67490], [1.21481, 0.06562, 2.38767], [2.42857, -1.23901, 2.68932], [1.14713, -1.45625, 1.44100], [-2.96597, -2.35449, 5.46893], [-2.23034, -2.06129, 4.16590], [-3.10711, -1.35855, 3.08691], [-4.44273, -2.11911, 2.81804], [-4.28430, -3.61106, 2.56372], [-3.41791, 0.06597, 3.52783], [-4.45648, 0.42579, 4.05517], [-2.32499, 0.93633, 3.29405], [-1.95200, 1.13805, 1.95714], [-1.33899, 2.12504, 1.56494], [-2.34853, 0.07468, 1.13962], [-2.29012, -1.19525, 1.78803], [-1.62353, -2.11931, 1.32817], [-3.65001, -1.54102, 5.74582], [-2.23328, -2.46947, 6.27451], [-3.53709, -3.28935, 5.40919], [-1.36854, -1.40413, 4.35773], [-1.83040, -2.98638, 3.72844], [-5.10617, -1.94674, 3.67945], [-4.92820, -1.63450, 1.95507], [-4.17392, -4.17062, 3.50203], [-5.18882, -3.97187, 2.06158], [-3.41758, -3.81100, 1.91959], [-2.34948, 1.79343, 3.83454]],
  "multiplicity": 3,
  "e_tot_ev": -93269.6589,
  "de_lowest_ev": 4.769,
  "s2": 2.0087,
  "orbital_gap_ev": [4.76, 7.50]
}

***

Entry 2:
{
  "formula": "C23H43BiCl2IN3O4Si",
  "method": "ωB97M-V/def2-TZVPD",
  "elements": ["C", "C", "H", "H", "H", "C", "C", "H", "H", "H", "H", "Bi", "Cl", "C", "O", "N", "C", "C", "H", "H", "H", "H", "H", "H", "H", "H", "H", "C", "C", "N", "H", "C", "O", "H", "H", "H", "H", "H", "H", "C", "C", "N", "H", "C", "O", "H", "H", "H", "H", "O", "C", "C", "C", "H", "C", "H", "C", "H", "C", "C", "H", "H", "H", "Si", "Cl", "C", "C", "C", "H", "H", "H", "H", "H", "H", "H", "H", "H", "I"],
  "coordinates": [[-1.74623, -0.55353, -4.74693], [-1.21762, -1.62862, -3.82178], [-1.91362, -0.91605, -5.77263], [-1.06568, 0.31425, -4.78530], [-2.71938, -0.21618, -4.34872], [-0.84451, -2.84017, -4.27484], [-0.58701, -3.12110, -5.71099], [-0.81240, -3.70637, -3.61246], [0.10257, -2.38192, -6.14192], [-1.49952, -3.12113, -6.32792], [-0.12100, -4.10601, -5.82592], [0.45915, 1.26859, 2.00327], [1.49966, 3.67465, 2.09401], [-0.40256, -1.82442, 2.82273], [0.56672, -1.12855, 2.41977], [-0.20696, -2.98429, 3.42839], [1.12530, -3.58806, 3.44849], [-1.32078, -3.71068, 4.03605], [-1.45459, -1.50293, 2.68960], [1.89663, -2.81734, 3.59156], [1.32229, -4.12985, 2.51216], [1.14789, -4.30618, 4.26902], [-2.18464, -3.02997, 4.04206], [-1.03849, -4.01013, 5.05703], [-1.57730, -4.62060, 3.46766], [1.28703, 3.75028, 6.43839], [-1.27549, 5.39001, 5.78345], [1.22753, 3.83226, 5.34161], [-0.84683, 5.09098, 4.80925], [-0.16548, 3.80280, 4.89086], [1.78660, 3.01620, 4.87877], [-0.82063, 2.66883, 4.61338], [-0.25676, 1.58049, 4.28017], [-1.65043, 5.03218, 4.06789], [-1.92236, 2.73318, 4.68922], [1.65000, 4.80299, 5.04752], [-0.11362, 5.86220, 4.52078], [2.17458, 0.71407, -2.93074], [2.45178, -2.42019, -2.92904], [3.10925, 0.39254, -2.44840], [3.23459, -2.08175, -2.23467], [2.88398, -0.79841, -1.63772], [3.51921, 1.21638, -1.85645], [2.36455, -0.74876, -0.39819], [2.34007, 0.26685, 0.33157], [3.35783, -2.83987, -1.44501], [1.97112, -1.72189, -0.02106], [3.83596, 0.11987, -3.21913], [4.17370, -1.99333, -2.78864], [-0.16002, -0.42265, -2.64127], [-1.16994, -1.25494, -2.34104], [0.17663, -3.07556, -1.10062], [-1.00891, -2.37308, -1.28710], [1.06899, -2.76182, -1.64724], [0.24243, -4.18523, -0.24745], [-2.07049, -0.66640, -2.09755], [-2.11220, -2.75882, -0.51033], [1.18076, -4.73656, -0.13657], [-0.89035, -4.62279, 0.44046], [-2.06147, -3.87265, 0.32933], [-3.01399, -2.14609, -0.57855], [-0.86691, -5.52556, 1.05673], [-2.95432, -4.15059, 0.89493], [-0.33192, 3.84989, -1.37232], [0.29085, 1.76608, -0.70679], [1.31158, 4.71065, -1.54564], [-1.35610, 4.45509, 0.11864], [-1.28355, 3.86371, -2.97272], [2.18385, 4.05699, -1.40413], [1.36941, 5.48956, -0.76978], [1.45428, 5.22464, -2.50839], [-0.68677, 3.70085, -3.87813], [-1.69985, 4.87516, -3.07154], [-2.13776, 3.17514, -2.98581], [-1.53414, 3.66121, 0.86237], [-2.34768, 4.79270, -0.22495], [-0.90532, 5.30384, 0.66320], [-2.41113, 0.94591, 1.36606]],
  "e_tot_ev": -84072.3512,
  "de_lowest_ev": 1.232,
  "orbital_gap_ev": 4.49
}

***

Entry 3:
{
  "formula": "C23H43CaCl2IN3O4Si",
  "method": "ωB97M-V/def2-TZVPD",
  "elements": ["C", "C", "H", "H", "H", "C", "C", "H", "H", "H", "H", "Ca", "Cl", "C", "O", "N", "C", "C", "H", "H", "H", "H", "H", "H", "H", "H", "H", "C", "C", "N", "H", "C", "O", "H", "H", "H", "H", "H", "H", "C", "C", "N", "H", "C", "O", "H", "H", "H", "H", "O", "C", "C", "C", "H", "C", "H", "C", "H", "C", "C", "H", "H", "H", "Si", "Cl", "C", "C", "C", "H", "H", "H", "H", "H", "H", "H", "H", "H", "I"],
  "coordinates": [[3.19363, -2.31089, -6.55600], [2.60403, -1.58586, -7.72420], [2.99736, -3.38887, -6.64438], [2.78197, -1.93580, -5.60731], [4.28996, -2.18659, -6.52645], [2.65415, -2.08188, -8.97285], [3.26812, -3.39066, -9.34346], [2.28248, -1.50199, -9.81481], [2.92962, -4.21281, -8.69585], [4.37042, -3.37677, -9.32077], [2.97595, -3.63707, -10.37196], [0.24573, 0.10046, -1.69279], [2.20120, -0.92782, -3.12812], [-0.39201, 3.16363, -2.44751], [-0.91314, 2.07466, -2.12268], [-1.04442, 4.09244, -3.13664], [-2.43992, 3.83495, -3.48998], [-0.31933, 5.14738, -3.83525], [0.64987, 3.40138, -2.16201], [-2.93851, 3.34537, -2.64246], [-2.51160, 3.18751, -4.37944], [-2.89680, 4.80110, -3.70986], [0.58714, 5.37780, -3.25934], [-0.97187, 6.02428, -3.90485], [-0.03350, 4.83017, -4.85120], [-3.37520, 1.97858, 2.72126], [-1.21583, 1.90105, 4.40451], [-3.11943, 0.92504, 2.54061], [-1.18110, 0.85162, 4.07160], [-1.68996, 0.70977, 2.71116], [-3.40780, 0.64078, 1.52654], [-0.87140, 0.53611, 1.65914], [-1.21509, 0.47964, 0.46683], [-0.14939, 0.49925, 4.10275], [0.19953, 0.45290, 1.92939], [-3.65549, 0.31929, 3.27894], [-1.80040, 0.25950, 4.76077], [0.64468, -4.93597, -0.91044], [0.59977, -3.18186, -3.26531], [-0.44489, -4.96110, -1.05524], [-0.32434, -3.78855, -3.22945], [-0.87676, -3.84972, -1.89033], [-0.92717, -4.86359, -0.08047], [-1.33464, -2.72054, -1.29537], [-1.48480, -1.61446, -1.84610], [-1.06607, -3.34948, -3.90582], [-1.59206, -2.85624, -0.23198], [-0.73614, -5.90178, -1.53548], [-0.10280, -4.81146, -3.54152], [1.00379, -0.43582, -6.35548], [1.96504, -0.23808, -7.39671], [0.43392, 0.04670, -9.43234], [1.46678, 0.52444, -8.62130], [-0.04233, -0.90247, -9.17553], [0.04263, 0.77333, -10.56889], [2.77086, 0.34832, -6.92407], [2.16519, 1.67718, -9.00163], [-0.79900, 0.41059, -11.16010], [0.73511, 1.92626, -10.94274], [1.80523, 2.37134, -10.15726], [3.00757, 2.01080, -8.38698], [0.43816, 2.47286, -11.84352], [2.36503, 3.26086, -10.45728], [-0.50819, 0.27583, -5.99468], [1.07381, -2.41387, -0.17945], [-1.87542, -0.43627, -7.04640], [-0.34270, 2.11871, -6.29813], [-0.79116, -0.17187, -4.25631], [-1.84169, -0.07530, -8.08237], [-2.83608, -0.12563, -6.60580], [-1.83280, -1.53448, -7.05045], [-0.82398, -1.25372, -4.11025], [-1.66526, 0.29837, -3.79328], [0.17556, 0.21099, -3.86682], [-0.08944, 2.31800, -7.35028], [0.45747, 2.54314, -5.67319], [-1.28996, 2.63181, -6.07584], [2.28530, 1.89398, 0.00609]],
  "e_tot_ev": -96680.8750,
  "de_lowest_ev": 0.855,
  "charge": -1,
  "orbital_gap_ev": 6.66
}

***

no.,molar mass (g/mol),largest force on an atom (eV/Å)
1,515.24,6.54
2,860.49,3.26
3,691.59,2.38